No. 1
# C21H51BBrO11PS

4 unconnected molecules or ions with the total composition C21H51BBrO11PS (wB97M-V/def2-TZVPD, the Open Molecules 2025 dataset).

Properties
**2S+1**: 1
**SMILES**: OP(O)(=S)BCCCBr.COCCOCCOC.COCCOCCOC.COCCOCCOC

Structure (XYZ):
```
87
Properties=species:S:1:pos:R:3:mulliken_charge:R:1
O -4.403 -3.576 -3.477 -0.37
P -4.958 -3.833 -4.950 0.37
O -6.492 -3.401 -4.818 -0.53
S -4.810 -5.676 -5.510 -0.39
B -4.090 -2.784 -6.301 0.28
C -3.082 -1.615 -6.085 -0.88
C -2.275 -1.617 -4.773 -0.55
C -2.914 -0.791 -3.707 -0.62
Br -1.997 -1.122 -2.018 -0.21
H -3.677 -4.197 -3.285 0.29
H -6.537 -2.502 -4.439 0.35
H -4.394 -3.073 -7.409 -0.07
H -2.378 -1.648 -6.904 0.30
H -3.619 -0.677 -6.186 0.38
H -1.302 -1.201 -4.982 0.49
H -2.095 -2.621 -4.426 0.34
H -3.946 -1.060 -3.585 0.26
H -2.824 0.262 -3.904 0.52
C 3.006 3.999 1.398 -0.62
O 1.722 3.705 1.907 -0.29
C 0.861 4.818 2.053 -0.54
C -0.528 4.543 1.519 -0.22
O -0.631 4.411 0.112 -0.47
C -0.051 3.291 -0.534 -0.25
C -0.725 1.959 -0.289 -0.29
O -0.587 1.517 1.051 -0.35
C -1.784 1.085 1.661 -0.75
H 3.692 4.279 2.204 0.33
H 3.383 3.098 0.914 0.02
H 2.975 4.796 0.649 0.38
H 1.270 5.703 1.556 0.33
H 0.771 5.041 3.125 0.38
H -1.134 5.421 1.756 0.41
H -0.987 3.698 2.035 0.02
H 1.021 3.231 -0.337 -0.01
H -0.160 3.502 -1.602 0.41
H -0.250 1.214 -0.938 0.33
H -1.781 2.027 -0.570 0.31
H -2.643 1.682 1.341 0.36
H -1.671 1.202 2.740 0.31
H -1.974 0.030 1.439 0.17
C 4.199 1.414 -2.199 -0.73
O 5.251 1.810 -1.346 -0.25
C 5.687 0.812 -0.438 -0.43
C 7.194 0.709 -0.369 -0.38
O 7.833 0.198 -1.525 -0.44
C 7.846 0.966 -2.715 -0.24
C 8.714 2.206 -2.692 -0.52
O 8.223 3.201 -1.812 -0.28
C 9.181 3.753 -0.936 -0.81
H 3.225 1.574 -1.723 0.14
H 4.252 2.028 -3.099 0.25
H 4.290 0.365 -2.496 0.40
H 5.268 -0.166 -0.698 0.37
H 5.324 1.080 0.563 0.32
H 7.420 -0.020 0.414 0.40
H 7.639 1.655 -0.053 0.12
H 6.834 1.201 -3.049 0.06
H 8.277 0.300 -3.468 0.41
H 8.726 2.626 -3.706 0.37
H 9.739 1.925 -2.430 0.34
H 9.908 3.006 -0.605 0.38
H 8.652 4.126 -0.058 0.23
H 9.709 4.588 -1.408 0.29
C -4.467 -4.765 6.839 -0.79
O -5.029 -4.357 5.611 -0.30
C -5.894 -3.239 5.688 -0.52
C -5.629 -2.223 4.599 -0.25
O -4.406 -1.515 4.699 -0.45
C -3.183 -2.199 4.491 -0.40
C -2.904 -2.631 3.068 -0.03
O -3.784 -3.645 2.618 -0.35
C -4.368 -3.411 1.354 -0.77
H -5.136 -5.453 7.367 0.30
H -3.535 -5.285 6.621 0.24
H -4.240 -3.912 7.485 0.37
H -5.820 -2.750 6.665 0.34
H -6.925 -3.597 5.566 0.37
H -6.399 -1.454 4.698 0.41
H -5.753 -2.666 3.610 0.06
H -3.068 -3.033 5.185 0.09
H -2.411 -1.469 4.750 0.46
H -1.881 -3.028 3.032 0.44
H -2.951 -1.758 2.411 -0.11
H -4.585 -2.350 1.193 0.34
H -5.309 -3.960 1.317 0.28
H -3.716 -3.774 0.553 0.29
```


No. 2
# C21H51F8N11O21S8

10 unconnected molecules or ions with the total composition C21H51F8N11O21S8 (wB97M-V/def2-TZVPD, the Open Molecules 2025 dataset).

Properties
**Charge**: +2
**2S+1**: 1

Structure (XYZ):
```
120
Properties=species:S:1:pos:R:3:mulliken_charge:R:1
C 6.981 -2.318 2.926 -1.03
C 8.353 -2.241 2.197 -0.62
N 9.186 -1.084 2.553 0.18
C 8.953 0.175 1.965 -0.41
C 9.906 1.097 2.439 -0.48
N 10.618 0.462 3.426 0.12
C 10.201 -0.932 3.430 -0.07
C 11.586 1.040 4.327 -0.79
H 6.200 -2.542 2.198 0.33
H 6.624 -1.400 3.392 0.35
H 6.904 -3.154 3.621 0.32
H 8.112 -2.218 1.134 0.33
H 8.967 -3.142 2.210 0.47
H 8.066 0.241 1.353 0.47
H 10.025 2.157 2.270 0.46
H 10.686 -1.697 4.020 0.39
H 12.359 1.536 3.741 0.36
H 12.019 0.308 5.009 0.27
H 11.161 1.871 4.889 0.35
C -5.882 7.278 2.638 -0.98
C -4.874 6.978 3.733 0.49
O -5.148 6.551 4.831 -0.43
N -3.430 7.370 3.555 -0.14
H -3.409 7.985 2.754 0.39
H -3.081 8.028 4.237 0.35
C -2.587 6.133 3.310 -0.85
H -5.735 8.343 2.461 0.38
H -6.837 6.984 3.074 0.31
H -5.652 6.620 1.800 0.38
H -2.842 5.731 2.330 0.36
H -2.693 5.520 4.205 0.34
H -1.584 6.527 3.147 0.39
C 5.809 -1.087 -5.232 -0.95
C 4.750 -0.312 -4.504 0.48
O 4.602 -0.504 -3.292 -0.45
N 3.908 0.683 -5.299 -0.07
H 3.942 1.473 -4.670 0.32
H 4.300 0.944 -6.193 0.41
C 2.564 0.112 -5.690 -0.81
H 5.515 -2.107 -5.481 0.32
H 6.682 -1.122 -4.580 0.32
H 6.024 -0.639 -6.203 0.36
H 2.877 -0.766 -6.257 0.39
H 2.101 0.916 -6.262 0.36
H 1.962 0.030 -4.785 0.33
C -0.284 -3.217 6.880 -0.93
C 1.016 -3.826 7.328 0.56
O 1.820 -4.370 6.553 -0.41
N 1.525 -3.403 8.731 -0.26
H 1.310 -2.427 8.879 0.40
H 0.967 -3.855 9.441 0.37
C 3.079 -3.631 8.772 -0.76
H -1.114 -3.650 7.439 0.37
H -0.362 -3.442 5.816 0.32
H -0.077 -2.176 7.129 0.31
H 3.227 -3.208 9.766 0.37
H 3.393 -2.948 7.982 0.36
H 3.308 -4.693 8.682 0.32
C 0.634 -0.003 0.709 -1.08
C -0.854 0.113 1.112 0.64
O -1.222 0.803 2.033 -0.46
N -1.781 -0.755 0.265 -0.10
H -1.205 -1.417 -0.235 0.33
H -2.335 -1.357 0.858 0.34
C -2.819 -0.022 -0.641 -0.88
H 1.340 0.487 1.379 0.32
H 0.765 0.321 -0.324 0.35
H 0.759 -1.085 0.762 0.39
H -2.265 0.576 -1.365 0.35
H -3.495 0.516 0.024 0.39
H -3.404 -0.822 -1.095 0.39
C -7.457 -2.613 -5.555 -1.03
C -7.819 -1.872 -6.868 0.56
O -8.392 -2.442 -7.766 -0.42
N -7.453 -0.424 -6.977 -0.10
H -7.134 -0.001 -6.117 0.34
H -6.653 -0.434 -7.594 0.37
C -8.541 0.460 -7.559 -0.83
H -8.206 -2.331 -4.815 0.32
H -6.431 -2.450 -5.226 0.38
H -7.612 -3.667 -5.784 0.33
H -8.070 1.427 -7.737 0.36
H -9.299 0.562 -6.782 0.36
H -8.900 0.010 -8.485 0.35
N -4.483 -4.006 1.947 -0.19
S -6.188 -4.096 1.879 1.01
O -7.024 -4.458 3.024 -0.54
O -6.692 -4.440 0.559 -0.54
F -6.471 -2.517 1.798 -0.28
S -4.358 -5.519 1.890 1.02
O -4.424 -6.191 0.578 -0.54
O -4.665 -6.254 3.118 -0.59
F -2.730 -5.709 2.052 -0.35
N 0.151 -3.897 -2.610 -0.10
S 1.234 -5.199 -2.341 1.02
O 2.648 -4.926 -2.588 -0.59
O 0.809 -6.575 -2.446 -0.51
F 1.216 -5.115 -0.723 -0.31
S -0.355 -4.510 -3.901 0.96
O -1.621 -5.224 -3.819 -0.59
O 0.577 -4.874 -4.958 -0.56
F -0.992 -3.129 -4.333 -0.32
N 3.887 4.503 -2.518 -0.07
S 2.795 5.240 -1.810 0.95
O 2.470 6.625 -2.222 -0.58
O 2.490 5.029 -0.397 -0.61
F 1.636 4.464 -2.609 -0.33
S 5.117 5.334 -1.724 0.98
O 5.629 4.707 -0.528 -0.57
O 5.142 6.841 -1.702 -0.50
F 6.076 4.874 -2.929 -0.27
N -7.352 2.029 -3.241 -0.17
S -7.036 3.505 -2.952 0.98
O -6.090 3.775 -1.899 -0.58
O -7.990 4.560 -3.178 -0.56
F -6.093 3.642 -4.246 -0.33
S -8.588 1.964 -2.116 1.05
O -9.925 2.224 -2.666 -0.57
O -8.308 2.374 -0.754 -0.55
F -8.642 0.383 -1.976 -0.25
```


No. 3
# C21H51FGaN2O7P2S2

A molecular structure, C21H51FGaN2O7P2S2 (wB97M-V/def2-TZVPD, the Open Molecules 2025 dataset).

Properties
**Charge**: -1
**2S+1**: 1

Structure (XYZ):
```
87
Properties=species:S:1:pos:R:3:mulliken_charge:R:1
C 4.148 -2.357 1.218 -0.79
C 4.534 -3.094 -0.063 -0.43
O 3.352 -3.424 -0.820 -0.33
P 3.349 -3.159 -2.404 0.78
O 4.585 -3.578 -3.085 -0.83
C 2.885 -1.437 -2.653 -0.82
C 2.042 -0.837 -1.517 0.20
C 1.495 0.570 -1.804 -0.58
Ga -0.212 0.757 -0.752 -0.07
F 0.263 0.226 0.968 -0.57
C -1.619 -0.432 -1.543 -0.46
C -3.081 0.022 -1.563 -0.88
C -3.669 0.509 -0.236 -0.71
S -3.002 -0.176 1.286 0.16
C -3.622 -1.781 1.397 -0.43
S -4.685 -2.475 0.370 -0.25
N -3.141 -2.479 2.551 0.17
C -1.701 -2.343 2.822 -0.95
C -0.894 -2.996 1.711 -0.20
C -4.021 -2.283 3.716 -0.47
C -5.132 -3.328 3.800 -1.24
P -0.901 3.018 -0.476 0.47
N -2.094 3.514 -1.352 -0.73
O -1.222 3.267 1.115 -0.50
O 0.407 3.984 -0.768 -0.44
O 2.033 -3.954 -2.822 -0.27
C 1.108 -4.584 -1.920 0.45
C -0.050 -5.113 -2.734 -1.42
H 4.544 -1.341 1.241 0.31
H 4.504 -2.886 2.104 0.31
H 3.062 -2.272 1.284 0.04
H 5.207 -2.502 -0.688 0.35
H 5.044 -4.035 0.150 0.41
H 2.281 -1.436 -3.566 0.46
H 3.801 -0.870 -2.841 0.27
H 2.623 -0.816 -0.594 0.03
H 1.217 -1.537 -1.321 -0.36
H 1.261 0.665 -2.871 0.37
H 2.246 1.324 -1.549 0.54
H -1.542 -1.431 -1.092 0.11
H -1.313 -0.554 -2.590 0.61
H -3.726 -0.770 -1.955 0.38
H -3.169 0.876 -2.243 0.32
H -4.754 0.389 -0.204 0.67
H -3.439 1.573 -0.109 0.21
H -1.519 -2.842 3.776 0.56
H -1.376 -1.300 2.930 0.32
H -1.027 -2.452 0.773 -0.37
H -1.209 -4.032 1.570 0.42
H 0.170 -2.971 1.953 0.33
H -3.388 -2.324 4.605 0.57
H -4.464 -1.278 3.691 0.25
H -5.958 -3.079 3.132 0.29
H -4.748 -4.297 3.475 0.28
H -5.514 -3.415 4.820 0.40
H -2.839 3.955 -0.826 0.19
H -0.681 2.668 1.657 0.24
H 1.185 3.635 -0.299 0.32
H 1.625 -5.387 -1.389 0.26
H 0.765 -3.855 -1.183 -0.06
H -0.454 -4.327 -3.373 0.33
H 0.246 -5.963 -3.351 0.36
H -0.844 -5.441 -2.058 0.39
C -0.903 5.229 -4.104 -0.82
C 0.490 4.759 -4.493 0.28
C 0.533 3.255 -4.717 -0.76
O 1.445 5.150 -3.507 -0.59
H -1.228 4.748 -3.178 -0.04
H -0.908 6.311 -3.957 0.30
H -1.630 4.978 -4.880 0.36
H 0.805 5.272 -5.407 0.32
H 0.281 2.741 -3.785 -0.18
H 1.521 2.920 -5.035 0.32
H -0.197 2.943 -5.468 0.40
H 1.165 4.745 -2.672 0.40
C 2.734 3.226 5.210 -1.36
C 1.795 3.602 4.073 0.49
C 0.335 3.451 4.467 -1.14
O 2.085 2.838 2.907 -0.47
H 2.581 2.179 5.489 0.35
H 3.773 3.349 4.904 0.32
H 2.552 3.841 6.093 0.39
H 1.984 4.635 3.776 0.26
H 0.119 2.407 4.711 0.30
H -0.309 3.750 3.639 0.17
H 0.083 4.062 5.335 0.42
H 1.925 1.905 3.095 0.30
```


No. 4
# C21H52I2O13PS5

A molecular structure, C21H52I2O13PS5 (wB97M-V/def2-TZVPD, the Open Molecules 2025 dataset).

Properties
**Charge**: +1
**2S+1**: 1

Structure (XYZ):
```
94
Properties=species:S:1:pos:R:3:mulliken_charge:R:1
C 0.383 -0.765 -1.616 -0.66
C 0.869 -0.188 -0.276 -0.80
C 2.082 0.771 -0.420 -0.69
I 3.852 -0.422 -0.403 0.21
P 2.075 1.949 0.991 0.17
S 1.579 0.870 2.692 -0.13
C 3.735 2.656 1.203 -0.75
C 4.344 2.341 2.571 -0.68
C 5.606 3.145 2.802 -0.51
O 6.109 2.985 4.107 -0.51
C 0.921 3.286 0.484 -0.75
C 0.094 4.001 1.548 -0.45
C -1.152 3.265 2.000 -1.12
I 1.243 4.655 3.248 0.14
H -0.603 -0.410 -1.883 0.44
H 0.339 -1.844 -1.568 -0.48
H 1.045 -0.466 -2.423 0.28
H 1.198 -1.007 0.347 0.63
H 0.041 0.323 0.208 0.30
H 1.995 1.323 -1.347 0.73
H 0.320 0.537 2.377 0.09
H 4.369 2.260 0.422 0.57
H 3.655 3.732 1.090 0.55
H 3.649 2.556 3.378 0.46
H 4.553 1.274 2.609 0.30
H 5.403 4.202 2.615 0.31
H 6.359 2.823 2.085 0.32
H 5.382 2.770 4.714 0.33
H 0.237 2.873 -0.253 0.51
H 1.534 4.016 -0.036 0.49
H -0.239 4.919 1.087 0.68
H -1.775 3.952 2.558 0.51
H -1.719 2.987 1.116 0.38
H -0.950 2.415 2.635 0.03
O -2.479 -1.389 -2.770 -0.70
S -2.091 -2.760 -2.921 1.43
O -0.700 -3.105 -2.925 -0.54
O -2.783 -3.346 -4.227 -0.35
C -2.585 -2.642 -5.472 -0.30
C -1.197 -2.836 -6.049 -0.96
C -2.932 -3.758 -1.742 -1.10
H -2.817 -1.585 -5.331 0.29
H -3.332 -3.053 -6.147 0.30
H -0.435 -2.388 -5.413 0.24
H -1.136 -2.370 -7.032 0.39
H -0.967 -3.897 -6.143 0.27
H -3.989 -3.506 -1.748 0.41
H -2.486 -3.525 -0.778 0.30
H -2.769 -4.805 -1.980 0.35
O 0.977 -3.882 1.530 -0.69
S 0.813 -4.864 0.497 1.20
O -0.461 -5.029 -0.126 -0.56
O 1.357 -6.260 1.021 -0.25
C 0.818 -6.778 2.260 -0.34
C -0.592 -7.314 2.112 -0.97
C 2.005 -4.606 -0.768 -0.69
H 0.875 -6.008 3.030 0.31
H 1.496 -7.578 2.546 0.28
H -1.298 -6.521 1.873 0.29
H -0.909 -7.782 3.043 0.40
H -0.638 -8.051 1.310 0.26
H 2.982 -4.472 -0.311 0.33
H 1.701 -3.705 -1.297 0.14
H 2.001 -5.454 -1.447 0.35
O 0.307 3.900 -3.237 -0.68
S 0.038 3.084 -4.386 1.35
O 0.545 1.746 -4.433 -0.56
O 0.466 3.867 -5.696 -0.34
C 1.820 4.368 -5.783 -0.33
C 2.839 3.276 -6.037 -0.93
C -1.691 3.051 -4.705 -1.02
H 2.055 4.937 -4.882 0.30
H 1.805 5.067 -6.616 0.30
H 2.908 2.588 -5.195 0.24
H 3.823 3.717 -6.196 0.39
H 2.565 2.693 -6.915 0.27
H -2.074 4.068 -4.688 0.34
H -2.148 2.457 -3.917 0.37
H -1.857 2.583 -5.671 0.34
O -5.462 0.212 4.797 -0.64
S -4.736 1.348 5.272 1.16
O -4.027 2.183 4.347 -0.55
O -3.726 0.867 6.410 -0.26
C -2.829 -0.211 6.080 -0.59
C -1.733 0.233 5.132 -0.80
C -5.765 2.349 6.286 -0.96
H -3.394 -1.049 5.670 0.34
H -2.405 -0.533 7.028 0.30
H -2.157 0.511 4.166 0.27
H -1.014 -0.573 4.970 0.40
H -1.211 1.105 5.527 0.31
H -6.277 1.715 7.004 0.34
H -6.481 2.833 5.625 0.37
H -5.149 3.093 6.784 0.32
```


| no. | gap between HOMO and LUMO (eV) |
| --- | --- |
| 1 | 8.28 |
| 2 | 5.47 |
| 3 | 7.75 |
| 4 | 9.77 |